1.
Below is a molecular structure, C30H47ClGaP2, with properties calculated with ωB97M-V/def2-TZVPD.

Last column: Löwdin charge in e.
Cartesian coordinates (Å):
Ga  0.57485  -2.36848  -2.16609  0.91
C  -0.52841  0.03348  3.75362  -0.20
C  -1.34936  1.02083  3.13800  -0.12
C  -2.17348  -1.05180  2.57042  -0.16
C  -1.03445  -1.24341  3.38829  -0.16
C  -2.36105  0.35225  2.38479  -0.21
C  0.59303  0.27999  4.67988  -0.04
H  1.31205  1.00117  4.29489  0.05
H  1.15668  -0.64029  4.85709  0.08
H  0.24732  0.68843  5.64003  0.10
C  -0.54246  -2.54975  3.87012  -0.01
H  0.42251  -2.46255  4.38042  0.08
H  -0.43227  -3.29501  3.07267  0.06
H  -1.26913  -2.93722  4.59946  0.11
C  -3.02024  -2.12524  2.02799  0.00
H  -3.48083  -2.70206  2.84255  0.11
H  -2.45047  -2.83925  1.41735  0.07
H  -3.83188  -1.71673  1.41970  0.08
C  -3.36334  1.01626  1.52881  -0.04
H  -4.12904  1.57841  2.09418  0.10
H  -3.88622  0.28889  0.89378  0.08
H  -2.86977  1.73447  0.85028  0.05
C  -1.20569  2.48484  3.20369  0.01
H  -2.14173  2.96795  3.53606  0.11
H  -0.96989  2.89571  2.20530  0.08
H  -0.38541  2.77111  3.87970  0.09
C  1.35706  0.54040  0.97830  -0.07
C  1.57686  1.57183  1.79420  -0.13
C  1.91795  2.97937  1.52801  -0.18
C  1.33998  3.52452  0.21115  -0.20
C  -0.11891  3.36558  -0.07464  -0.11
C  -0.89906  2.28064  -0.34470  -0.13
C  -0.56270  0.81748  -0.54821  -0.21
C  0.94086  0.59952  -0.45744  -0.28
H  3.02928  3.10361  1.58068  0.14
H  1.95672  3.12929  -0.62321  0.09
H  1.53448  3.57483  2.38489  0.11
H  1.46763  1.39518  -1.02872  0.01
H  1.40909  -0.50247  1.31887  0.11
H  1.74210  1.31740  2.83052  0.06
H  1.24371  -0.34721  -0.95540  -0.02
H  -1.09648  0.12426  0.15675  0.11
H  -1.92610  2.53887  -0.64062  0.10
H  -0.94281  0.52830  -1.54253  0.05
H  1.52371  4.61746  0.27634  0.12
H  -0.63628  4.37008  -0.12495  0.13
P  2.88021  1.37438  -3.05679  0.83
C  4.52128  0.76883  -3.63646  -0.31
C  3.28296  3.18903  -3.25458  -0.30
P  0.15885  1.11559  -4.05568  0.81
C  1.92262  1.26321  -4.65207  -0.59
C  -0.18626  2.98161  -3.94434  -0.27
C  -0.52146  0.98875  -5.76428  -0.33
H  4.41422  -0.23635  -4.06689  0.03
H  5.17288  0.73845  -2.75141  0.04
H  4.91104  1.48359  -4.36972  0.04
H  3.85019  3.33427  -4.18817  0.04
H  3.91860  3.50216  -2.41248  0.04
H  2.37918  3.81657  -3.26882  0.02
H  0.05638  1.54823  -6.51899  0.05
H  -1.55420  1.36434  -5.72944  0.03
H  -0.53734  -0.07855  -6.02529  0.03
H  2.20456  0.34749  -5.20388  0.05
H  2.11721  2.16833  -5.26577  0.06
H  -1.22871  3.11436  -4.28832  0.04
H  0.47899  3.63908  -4.55481  0.05
H  -0.15362  3.31284  -2.88738  0.01
Cl  1.60687  -3.99811  0.74774  0.69
C  0.11164  -4.84713  0.90283  -0.63
C  -0.09935  -5.76099  1.95547  -0.11
C  -1.27773  -6.51627  2.01215  -0.06
C  -2.31841  -6.22617  1.11958  -0.07
C  -2.15233  -5.19701  0.20378  -0.08
C  -0.91814  -4.54424  -0.01938  -0.32
C  -0.86561  -3.56146  -1.20551  -0.30
H  0.63985  -5.86218  2.75169  0.11
H  -1.42618  -7.26238  2.81173  0.12
H  -3.27048  -6.78246  1.15021  0.12
H  -3.01022  -4.86246  -0.39737  0.13
H  -1.73856  -2.88563  -1.10573  0.05
H  -1.10734  -4.14067  -2.11390  0.04

## Properties
Kohn-Sham gap (spin up / spin down), eV: 5.7 / 2.4
Net charge: +1


2.
Below is a molecular structure, C30H47N12P2SiSn, with properties calculated with ωB97M-V/def2-TZVPD.

Last column: Löwdin charge in e.
Cartesian coordinates (Å):
Sn  -0.38942  1.39979  -0.26248  1.20
C  -4.80953  2.29327  -0.06839  -0.26
P  -3.57553  1.19354  -0.86253  0.81
C  -4.52688  -0.39191  -0.71033  -0.28
C  -3.92120  1.55155  -2.65451  -0.40
C  -2.83185  0.96330  -3.55636  -0.37
P  -1.09480  1.39390  -3.08447  0.82
C  -0.19556  0.19343  -4.14500  -0.25
C  -0.72609  2.91551  -4.02723  -0.23
H  -5.75996  2.20792  -0.59532  0.05
H  -4.47531  3.32573  -0.10733  0.03
H  -4.94668  1.99987  0.97203  0.05
H  -5.58939  -0.21424  -0.87681  0.05
H  -4.39563  -0.81536  0.28612  0.04
H  -4.17370  -1.11474  -1.44605  0.03
H  -3.95723  2.63395  -2.75780  0.06
H  -4.89435  1.13526  -2.92365  0.09
H  -2.96351  1.28823  -4.59171  0.10
H  -2.89644  -0.12854  -3.52623  0.08
H  -0.51504  0.31970  -5.17963  0.06
H  -0.39881  -0.82990  -3.83413  0.01
H  0.87459  0.38136  -4.06487  0.04
H  -0.83800  2.71047  -5.09208  0.06
H  0.30033  3.21896  -3.81918  0.05
H  -1.39990  3.71751  -3.73753  0.03
N  0.18389  5.08330  0.46608  0.17
C  -0.81312  4.71265  -0.37103  -0.42
N  -1.56010  5.53084  -1.09832  0.08
N  -2.39447  4.74185  -1.76325  -0.03
N  -2.18625  3.51189  -1.46268  -0.20
N  -1.19524  3.43525  -0.56699  -0.12
C  1.11111  4.18661  0.90080  -0.43
N  2.21529  4.51237  1.55137  0.06
N  2.83488  3.36075  1.77719  -0.05
N  2.15867  2.37623  1.30543  -0.09
N  1.03783  2.85235  0.73338  -0.12
H  0.35362  6.06506  0.61778  0.16
C  -0.59093  0.48684  2.10449  -0.17
Si  0.11462  -1.21248  2.37026  0.66
C  -0.56759  -2.34350  0.94285  -0.21
N  -0.25720  -1.82703  -0.37061  -0.23
C  -1.33000  -1.80796  -1.34493  -0.24
C  -1.52742  -3.16294  -2.05272  -0.15
C  -0.20031  -3.93118  -2.13764  -0.18
C  0.96767  -2.95187  -2.22046  -0.16
C  1.06120  -2.15123  -0.91489  -0.17
C  -0.72254  -1.78253  3.97306  -0.25
C  -2.04738  -2.21226  4.01418  -0.10
C  -2.63746  -2.56568  5.21751  -0.08
C  -1.91486  -2.47873  6.39848  -0.07
C  -0.59310  -2.05920  6.36937  -0.07
C  -0.00147  -1.70798  5.16547  -0.09
C  1.97578  -1.43273  2.49591  -0.26
C  2.51245  -2.72360  2.46048  -0.11
C  3.87468  -2.93581  2.57888  -0.07
C  4.73110  -1.85946  2.76765  -0.08
C  4.21356  -0.57561  2.83409  -0.09
C  2.84940  -0.36304  2.68768  -0.10
H  -0.04107  1.32906  2.51558  0.00
H  -1.66514  0.60516  2.21763  0.01
H  -1.65064  -2.39215  1.06478  0.08
H  -0.16683  -3.35300  1.09946  0.09
H  -1.10024  -1.02757  -2.07811  0.03
H  -2.24706  -1.51376  -0.83543  0.07
H  -1.91109  -2.97742  -3.05910  0.11
H  -2.27079  -3.76337  -1.52659  0.11
H  -0.20264  -4.58786  -3.00749  0.11
H  -0.07191  -4.56186  -1.25451  0.11
H  0.82671  -2.27834  -3.06945  0.09
H  1.90854  -3.47997  -2.37653  0.12
H  1.61507  -1.22533  -1.08989  0.07
H  1.61042  -2.72698  -0.16851  0.11
H  -2.62966  -2.27831  3.10300  0.09
H  -3.66384  -2.90618  5.23606  0.11
H  -2.38154  -2.73459  7.33978  0.11
H  -0.02328  -2.00104  7.28684  0.11
H  1.03112  -1.38105  5.15324  0.10
H  1.85453  -3.57896  2.35296  0.10
H  4.27228  -3.94023  2.52338  0.11
H  5.79453  -2.02882  2.87359  0.11
H  4.86892  0.26786  3.00893  0.11
H  2.47473  0.64868  2.71481  0.06
C  5.02342  1.26736  -0.10143  -0.02
N  4.24761  1.14901  -1.33308  -0.16
C  4.98640  0.87638  -2.56002  -0.01
C  2.95150  1.09378  -1.33461  -0.24
N  1.79561  1.03049  -1.45477  0.10
H  5.84527  1.96255  -0.27170  0.10
H  5.42853  0.29490  0.18493  0.09
H  4.39844  1.64580  0.69765  0.05
H  5.42591  -0.12331  -2.53286  0.10
H  5.78376  1.61239  -2.66150  0.10
H  4.32601  0.95698  -3.42044  0.09

## Properties
Energy relative to the best compared isomer or geometry (same formula, charge and spin), kcal per mole: 76.95
Kohn-Sham gap, eV: 5.9
Net charge: +1


3.
Below is 3 unconnected molecules or ions with the total composition C30H48BrF6N5O9P, with properties calculated with ωB97M-V/def2-TZVPD.

Last column: Löwdin charge in e.
Cartesian coordinates (Å):
C  8.98370  -5.86727  1.76069  -0.11
O  9.51924  -4.61404  2.17849  -0.20
C  9.04147  -3.55335  1.35478  -0.23
C  7.63687  -3.09853  1.85398  -0.16
C  7.48446  -1.55692  1.58323  -0.19
C  6.77805  -1.38496  0.20351  -0.21
C  6.85315  0.05986  -0.35407  -0.20
C  6.41405  1.13204  0.68692  -0.20
C  4.98758  0.88559  1.26847  -0.15
C  4.01646  2.11383  1.08184  -0.08
N  2.68805  1.63117  0.71253  0.06
C  2.02839  1.38683  -0.46210  -0.29
N  2.54700  1.52788  -1.70367  -0.05
C  3.90362  1.90690  -2.03964  -0.15
C  4.01529  3.46630  -2.11350  -0.77
O  3.05865  4.13877  -2.33498  0.07
Br  5.74694  4.35160  -1.88611  0.75
P  1.43941  1.22013  -3.04079  0.46
O  0.29585  2.10654  -2.91449  -0.23
O  2.13939  1.53713  -4.44819  -0.07
O  0.89178  -0.29901  -2.95654  -0.09
N  0.79369  0.98747  -0.20634  0.22
C  0.61294  0.92430  1.13237  -0.19
C  -0.63870  0.48407  1.82588  -0.09
C  -1.83736  1.47121  1.63327  -0.16
C  -2.90906  0.84511  0.69940  -0.16
C  -3.88566  -0.07554  1.48237  -0.13
N  -4.38977  -1.16850  0.66867  -0.12
C  -5.71339  -1.44339  0.42240  -0.11
C  -5.83575  -2.52710  -0.40311  -0.08
C  -4.48643  -3.00776  -0.68444  -0.07
C  -3.69263  -2.11585  -0.00823  -0.16
N  1.78435  1.31414  1.65742  -0.02
C  1.91438  1.33351  3.12899  0.04
H  8.62304  -6.41710  2.64539  0.09
H  8.14199  -5.77362  1.05407  0.08
H  9.76590  -6.47148  1.26410  0.09
H  9.01376  -3.88925  0.30175  0.12
H  9.76066  -2.72017  1.41399  0.12
H  7.46013  -3.31978  2.91398  0.12
H  6.86788  -3.60115  1.24322  0.10
H  8.45916  -1.04520  1.59395  0.11
H  6.80781  -1.13498  2.34691  0.10
H  7.23704  -2.07980  -0.52287  0.12
H  5.72204  -1.69088  0.30274  0.10
H  7.87084  0.34068  -0.67611  0.12
H  6.22770  0.08847  -1.26655  0.09
H  6.46729  2.12978  0.21133  0.08
H  7.13603  1.16054  1.51955  0.11
H  5.00409  0.54684  2.31849  0.11
H  4.52123  0.05225  0.70760  0.11
H  3.99016  2.69657  2.01515  0.13
H  4.45794  2.79079  0.33829  0.08
H  4.19831  1.56333  -3.04438  0.13
H  4.66868  1.48470  -1.36855  0.09
H  2.78396  0.84806  -4.68931  0.10
H  1.20565  -0.72410  -2.14354  0.08
H  -0.90530  -0.50646  1.41919  0.13
H  -0.47151  0.33501  2.90139  0.11
H  -1.53930  2.48639  1.33337  0.11
H  -2.30719  1.58393  2.62877  0.12
H  -3.46487  1.62799  0.17525  0.10
H  -2.38933  0.22449  -0.04835  0.11
H  -3.42642  -0.52845  2.37972  0.13
H  -4.74938  0.52374  1.80763  0.13
H  -6.55864  -0.87358  0.80369  0.12
H  -6.75255  -2.96447  -0.79236  0.08
H  -4.17273  -3.84574  -1.29806  0.09
H  -2.60088  -2.19755  -0.02311  0.11
H  1.83527  0.28713  3.47275  0.11
H  2.86183  1.73889  3.49449  0.09
H  1.04756  1.84560  3.56890  0.11
C  -1.01372  6.59689  -2.24088  -0.06
C  -2.51491  6.73253  -2.39049  -0.19
O  -3.21482  5.80340  -1.53929  0.04
C  -3.26255  6.11228  -0.25012  -0.40
O  -2.78212  7.08404  0.25380  0.17
C  -4.05804  5.04850  0.51384  -0.53
F  -3.64418  3.80314  0.21009  0.14
F  -5.36313  5.11099  0.22675  0.18
F  -3.94274  5.18521  1.83537  0.17
H  -0.70395  5.56699  -2.42903  0.08
H  -0.49882  7.25684  -2.93822  0.09
H  -0.69119  6.84828  -1.23033  0.07
H  -2.80422  6.48742  -3.41070  0.13
H  -2.85264  7.75065  -2.19474  0.13
C  -11.21035  -5.23889  -2.87291  -0.06
C  -11.71242  -4.28023  -1.81326  -0.19
O  -11.10990  -4.54766  -0.53195  0.04
C  -9.85595  -4.14252  -0.38132  -0.39
O  -9.20193  -3.58151  -1.21219  0.16
C  -9.36009  -4.46548  1.03217  -0.54
F  -9.61593  -5.73467  1.37798  0.17
F  -9.95365  -3.68403  1.94830  0.16
F  -8.04556  -4.28252  1.14868  0.16
H  -11.37368  -6.27127  -2.55993  0.09
H  -11.72436  -5.06749  -3.81818  0.08
H  -10.13987  -5.12174  -3.03962  0.07
H  -12.78449  -4.41262  -1.67843  0.13
H  -11.54855  -3.24007  -2.09681  0.13

## Properties
Energy relative to the best compared isomer or geometry (same formula, charge and spin), kcal per mole: 0.00
Kohn-Sham gap, eV: 6.9
Net charge: +1